# 1
Molecular formula: C33H41N5SeSn
Method: DFT, ωB97M-V/def2-TZVPD

Structure (XYZ):
```
81
Properties=species:S:1:pos:R:3:lowdin_charge:R:1
Sn 0.701 -0.085 -0.538 1.024
N 2.612 4.615 -0.230 0.021
N 2.420 -1.296 -2.842 -0.021
C -2.525 -0.150 -0.133 -0.308
C -2.339 0.836 -1.127 -0.292
C -1.970 2.082 -0.465 -0.306
C -1.795 3.315 -1.040 -0.011
H -2.064 3.439 -2.096 0.055
H 0.140 3.938 -1.065 -0.005
H -1.796 4.204 -0.410 0.049
C -1.849 1.769 0.947 -0.258
C -1.595 2.754 2.012 -0.065
H -2.500 2.922 2.615 0.069
H -1.300 3.712 1.587 0.058
H -0.807 2.423 2.699 0.064
C -2.236 0.433 1.143 -0.273
C -2.530 -0.152 2.468 -0.061
H -1.647 -0.130 3.120 0.073
H -2.877 -1.180 2.354 0.056
H -3.319 0.426 2.976 0.073
C -2.765 0.752 -2.532 -0.082
H -3.835 1.010 -2.622 0.075
H -2.639 -0.261 -2.941 0.055
H -2.211 1.463 -3.154 0.070
C -3.167 -1.467 -0.358 -0.064
H -2.908 -2.175 0.439 0.062
H -2.850 -1.890 -1.319 0.062
H -4.268 -1.366 -0.381 0.078
C 3.851 4.756 0.230 -0.252
H 4.160 5.715 0.650 0.072
C 4.795 3.697 0.269 -0.157
H 5.777 3.846 0.677 0.043
C 4.398 2.451 -0.206 -0.213
H 5.079 1.596 -0.227 0.096
C 3.140 2.289 -0.648 -0.249
H 2.862 1.347 -1.120 0.030
C 2.238 3.409 -0.749 -0.430
C 0.874 3.124 -1.086 -0.111
H 0.804 2.237 -1.766 -0.024
C 1.411 -1.664 -2.063 -0.458
C 2.196 -1.870 -4.100 -0.185
H 2.620 -1.448 -4.991 0.071
C 1.307 -2.890 -3.970 -0.143
H 1.161 -3.763 -4.606 0.103
N 0.681 -2.691 -2.720 -0.043
C -0.421 -3.443 -2.290 -0.149
C -1.382 -3.798 -3.252 -0.209
C -2.345 -4.766 -2.928 -0.027
H -3.046 -5.081 -3.700 0.103
C -2.428 -5.298 -1.638 -0.292
C -3.435 -6.392 -1.352 -0.077
H -3.770 -6.371 -0.305 0.069
H -3.022 -7.397 -1.548 0.072
H -4.316 -6.281 -1.998 0.066
C -1.573 -4.798 -0.663 -0.028
H -1.686 -5.127 0.379 0.114
C -0.532 -3.911 -0.973 -0.200
C 0.432 -3.466 0.070 -0.104
H 1.479 -3.663 -0.181 0.086
H 0.225 -3.970 1.019 0.068
H 0.327 -2.380 0.275 -0.048
C -1.478 -3.093 -4.555 -0.056
H -0.545 -3.059 -5.116 0.043
H -1.825 -2.060 -4.424 0.087
H -2.200 -3.628 -5.176 0.069
C 2.788 0.100 4.955 -0.082
N 2.402 1.459 4.666 -0.163
C 2.396 2.475 5.597 -0.088
C 2.112 3.614 4.941 -0.079
N 1.917 3.282 3.619 -0.119
C 1.701 4.279 2.601 -0.038
C 2.136 1.934 3.413 -0.625
Se 2.354 0.912 1.857 0.605
H 1.922 -0.569 4.916 0.089
H 3.221 0.090 5.960 0.077
H 3.527 -0.231 4.219 0.051
H 2.632 2.293 6.631 0.101
H 2.051 4.630 5.283 0.109
H 2.645 4.775 2.346 0.071
H 1.296 3.814 1.699 0.067
H 1.005 5.041 2.971 0.092
```

Values from the calculation:
- Charge: -2
- E_tot: -113507.2519 eV
- ΔE to the lowest compared entry with this formula, charge and spin: 47.2 kcal/mol
- HOMO-LUMO gap (alpha / beta): 2.7 / 2.7 eV
- Highest occupied orbital energy (alpha / beta): 1.59 / 1.61 eV


# 2
Molecular formula: C31H37BN6OSi
Method: DFT, ωB97M-V/def2-TZVPD

Structure (XYZ):
```
77
Properties=species:S:1:pos:R:3:lowdin_charge:R:1
C -3.718 2.473 2.382 -0.061
B -2.829 1.186 2.368 -0.645
O -2.707 0.457 1.186 0.022
Si -1.899 0.583 4.053 0.679
H -3.558 3.065 3.273 0.047
H -3.578 3.068 1.491 0.036
H -4.748 2.116 2.410 0.075
H -3.517 -0.076 1.067 0.111
H -2.542 1.242 5.216 -0.091
H -2.025 -0.885 4.218 -0.089
H -0.470 0.977 4.054 -0.086
C 2.402 -2.202 1.743 -0.073
C 2.651 -3.177 2.696 -0.067
C 1.582 -3.649 3.441 -0.171
N 0.328 -3.217 3.301 0.049
C 0.112 -2.276 2.386 -0.173
C 1.107 -1.740 1.582 -0.063
H 3.208 -1.807 1.138 0.104
H 3.650 -3.559 2.861 0.073
H 1.728 -4.417 4.194 0.104
H -0.914 -1.938 2.292 0.082
H 0.866 -0.979 0.852 0.103
C 7.741 -3.670 6.060 -0.079
C 6.441 -4.086 6.294 -0.069
C 5.555 -4.107 5.229 -0.151
N 5.880 -3.749 3.990 0.048
C 7.133 -3.351 3.781 -0.151
C 8.097 -3.294 4.775 -0.073
H 8.464 -3.639 6.864 0.106
H 6.118 -4.387 7.281 0.102
H 4.527 -4.426 5.371 0.101
H 7.371 -3.064 2.763 0.104
H 9.100 -2.963 4.547 0.101
C -0.267 -6.047 1.519 -0.074
C -1.543 -6.330 1.975 -0.068
C -2.150 -7.502 1.549 -0.161
N -1.577 -8.374 0.723 0.047
C -0.351 -8.087 0.293 -0.164
C 0.345 -6.945 0.659 -0.071
H 0.235 -5.144 1.833 0.070
H -2.054 -5.656 2.648 0.101
H -3.148 -7.761 1.885 0.100
H 0.091 -8.814 -0.379 0.100
H 1.341 -6.765 0.279 0.099
C -2.917 5.739 -2.668 -0.093
C -2.163 4.989 -1.784 -0.069
C -2.550 4.953 -0.453 -0.158
N -3.605 5.605 0.027 0.054
C -4.320 6.321 -0.838 -0.157
C -4.024 6.418 -2.189 -0.071
H -2.653 5.785 -3.716 0.095
H -1.296 4.434 -2.115 0.071
H -1.987 4.371 0.269 0.099
H -5.176 6.840 -0.421 0.101
H -4.648 7.007 -2.846 0.100
C -3.140 2.504 -7.212 -0.081
C -2.711 2.189 -5.933 -0.073
C -3.305 2.837 -4.860 -0.161
N -4.264 3.750 -4.990 0.059
C -4.665 4.042 -6.224 -0.155
C -4.140 3.450 -7.363 -0.075
H -2.704 2.019 -8.075 0.105
H -1.933 1.457 -5.766 0.103
H -2.999 2.619 -3.842 0.105
H -5.446 4.792 -6.298 0.103
H -4.507 3.726 -8.342 0.100
C 2.984 3.729 -4.520 -0.079
C 3.164 2.848 -3.466 -0.072
C 2.054 2.460 -2.732 -0.153
N 0.819 2.887 -2.982 0.057
C 0.664 3.732 -3.996 -0.164
C 1.705 4.184 -4.793 -0.067
H 3.825 4.057 -5.116 0.105
H 4.145 2.469 -3.216 0.101
H 2.152 1.772 -1.900 0.102
H -0.354 4.062 -4.178 0.087
H 1.515 4.873 -5.604 0.103
```

Values from the calculation:
- Charge: 0
- E_tot: -52287.9094 eV
- HOMO-LUMO gap: 9.5 eV
- Structure (SMILES): CB(O)[SiH3].c1ccncc1.c1ccncc1.c1ccncc1.c1ccncc1.c1ccncc1.c1ccncc1
- Highest occupied orbital energy: -9.09 eV


# 3
Molecular formula: C6H8F12MgN2O10S4
Method: DFT, ωB97M-V/def2-TZVPD

Structure (XYZ):
```
43
Properties=species:S:1:pos:R:3:lowdin_charge:R:1
Mg -0.204 0.028 -0.185 0.427
C 1.308 -1.061 3.528 -0.676
F 2.525 -0.926 3.065 0.171
F 0.854 -2.272 3.448 0.179
F 1.400 -0.729 4.782 0.182
S 0.110 0.292 2.617 0.737
O -0.522 1.185 3.592 -0.236
O 1.012 1.007 1.773 -0.323
N -0.866 -0.598 1.459 -0.335
S -2.112 -1.216 2.296 0.664
O -1.899 -1.398 3.718 -0.276
O -3.421 -0.597 1.938 -0.282
C -2.309 -2.991 1.565 -0.586
F -3.380 -3.407 2.277 0.120
F -2.483 -2.853 0.259 0.143
F -1.325 -3.909 1.873 0.093
C -1.525 2.869 -2.859 -0.556
F -0.489 2.385 -3.564 0.110
F -1.558 4.213 -3.036 0.137
F -2.640 2.237 -3.292 0.133
S -1.231 2.475 -0.942 0.755
O -1.458 3.715 -0.137 -0.246
O -2.092 1.343 -0.594 -0.326
N 0.271 1.669 -0.848 -0.346
S 1.316 2.973 -0.889 0.706
O 1.190 3.893 -2.055 -0.283
O 1.329 3.684 0.397 -0.280
C 3.049 2.138 -0.931 -0.568
F 3.419 1.743 0.250 0.187
F 2.877 1.072 -1.822 0.065
F 3.909 3.121 -1.350 0.124
C -0.368 -0.941 -2.899 -0.050
O -1.109 -0.782 -1.677 -0.158
H -1.051 -1.044 -3.742 0.112
H 0.304 -0.088 -2.990 0.082
H 0.280 -1.812 -2.802 0.085
H -2.031 -0.922 -1.905 0.128
C 1.295 -2.700 0.072 -0.047
O 1.341 -1.249 -0.091 -0.150
H 1.175 -3.059 -0.950 0.082
H 2.287 -3.059 0.344 0.104
H 0.550 -3.292 0.604 0.084
H 2.272 -1.137 -0.299 0.114
```

Values from the calculation:
- Charge: 0
- E_tot: -111199.1369 eV
- ΔE to the lowest compared entry with this formula, charge and spin: 80.7 kcal/mol
- HOMO-LUMO gap: 10.3 eV
- Highest occupied orbital energy: -10.84 eV


# 4
Molecular formula: C9H18N5
Method: DFT, ωB97M-V/def2-TZVPD

Structure (XYZ):
```
32
Properties=species:S:1:pos:R:3:lowdin_charge:R:1
C -1.798 1.371 -0.023 -0.059
C -2.251 0.988 -1.460 -0.224
N -1.348 0.105 -2.185 0.013
N -0.032 0.600 -2.282 -0.043
C 0.217 1.879 -2.945 -0.046
C 1.376 2.383 -2.065 -0.107
N 1.873 1.162 -1.412 0.103
C 0.914 0.198 -1.464 -0.372
N 0.960 -0.917 -0.761 0.235
H -2.629 1.471 0.674 0.081
H -1.264 2.326 -0.070 0.067
H -1.126 0.609 0.390 0.052
H -3.201 0.458 -1.367 0.122
H -2.473 1.904 -2.008 0.106
H -1.371 -0.846 -1.843 0.124
H 0.743 1.575 -3.857 0.139
H -0.611 2.558 -3.088 0.132
H 2.113 2.971 -2.602 0.128
H 1.000 2.974 -1.218 0.123
H 2.265 1.303 -0.491 0.155
H 0.104 -1.271 -0.354 0.115
H 1.832 -1.385 -0.573 0.137
N 0.853 -3.305 3.232 0.013
C -0.394 -2.866 3.582 -0.125
C -0.476 -1.535 3.271 -0.113
C 0.772 -1.157 2.707 -0.145
C 1.570 -2.274 2.694 -0.154
H 1.191 -4.243 3.354 0.152
H -1.112 -3.537 4.022 0.114
H -1.334 -0.903 3.432 0.092
H 1.052 -0.177 2.353 0.079
H 2.582 -2.421 2.354 0.106
```

Values from the calculation:
- Charge: +1
- E_tot: -17068.1105 eV
- ΔE to the lowest compared entry with this formula, charge and spin: 13.4 kcal/mol
- HOMO-LUMO gap: 8.5 eV
- Highest occupied orbital energy: -11.13 eV


# 5
Molecular formula: C26H41Cl14N3
Method: DFT, ωB97M-V/def2-TZVPD

Structure (XYZ):
```
84
Properties=species:S:1:pos:R:3:lowdin_charge:R:1
C -4.652 -3.552 -5.066 -0.081
C -5.544 -2.998 -4.187 -0.102
C -5.206 -1.932 -3.387 -0.174
N -4.040 -1.301 -3.525 0.064
C -3.166 -1.853 -4.398 -0.156
C -3.394 -2.960 -5.222 -0.053
H -4.868 -4.440 -5.615 0.098
H -6.473 -3.434 -3.990 0.085
H -5.973 -1.543 -2.671 0.120
H -2.228 -1.288 -4.454 0.042
H -2.715 -3.341 -6.016 0.116
C 0.338 1.861 -0.360 -0.135
C 0.528 0.674 0.295 -0.110
C -0.341 -0.398 0.116 -0.142
N -1.518 -0.262 -0.530 0.070
C -1.780 0.930 -1.107 -0.134
C -0.890 2.020 -1.012 -0.080
H 1.124 2.635 -0.343 0.108
H 1.363 0.606 1.029 0.111
H -0.134 -1.399 0.471 0.051
H -2.729 1.046 -1.651 0.109
H -1.162 2.963 -1.454 0.084
Cl -1.086 1.939 3.888 0.543
C -0.540 3.556 3.240 -0.575
C 0.880 3.365 2.690 -0.654
Cl 1.405 4.876 1.873 0.544
H -0.598 4.255 4.099 0.084
H -1.235 3.851 2.486 0.020
H 0.956 2.564 1.999 -0.001
H 1.613 3.237 3.486 0.010
Cl 1.208 -1.141 4.896 0.567
C 1.508 0.119 6.066 -0.705
C 2.923 0.611 6.168 -0.620
Cl 3.389 1.633 4.784 0.562
H 1.254 -0.358 6.982 0.054
H 0.762 0.890 5.898 0.033
H 3.700 -0.137 6.130 0.061
H 2.994 1.242 7.062 0.081
Cl 4.382 -2.436 -0.821 0.542
C 3.823 -1.178 0.322 -0.686
C 4.709 -1.011 1.488 -0.682
Cl 4.846 -2.393 2.608 0.540
H 2.846 -1.497 0.578 0.044
H 3.845 -0.234 -0.214 -0.006
H 4.302 -0.217 2.102 0.027
H 5.693 -0.812 1.132 0.060
Cl -3.943 -1.790 2.287 0.528
C -4.027 -3.457 1.603 -0.609
C -4.020 -3.179 0.051 -0.708
Cl -4.401 -4.661 -0.809 0.564
H -4.935 -3.889 1.934 0.046
H -3.191 -4.087 1.891 0.035
H -3.085 -2.762 -0.293 0.029
H -4.810 -2.501 -0.093 0.024
Cl -0.607 0.744 -5.030 0.545
C 0.637 0.185 -3.830 -0.632
C 1.515 1.364 -3.349 -0.650
Cl 2.807 0.663 -2.396 0.641
H 1.250 -0.633 -4.269 0.073
H 0.072 -0.311 -2.977 0.066
H 0.984 2.048 -2.686 0.032
H 1.954 1.912 -4.212 0.083
Cl -0.498 -4.084 0.817 0.576
C 0.541 -4.771 -0.517 -0.565
C 0.101 -4.026 -1.778 -0.639
Cl 1.003 -4.657 -3.219 0.518
H 0.264 -5.803 -0.569 0.060
H 1.552 -4.702 -0.188 0.055
H 0.172 -2.931 -1.798 0.056
H -0.931 -4.267 -1.945 0.046
Cl 6.037 5.585 0.974 0.530
C 5.424 4.517 -0.345 -0.655
C 5.502 3.018 -0.145 -0.616
Cl 4.338 2.578 1.122 0.572
H 5.914 4.747 -1.261 0.059
H 4.322 4.681 -0.458 0.072
H 6.460 2.698 0.183 0.061
H 5.201 2.437 -0.993 0.050
C -3.807 3.539 1.416 -0.082
C -3.142 4.244 0.417 -0.313
N -2.643 4.894 -0.396 0.158
H -4.365 4.187 2.081 0.096
H -3.208 2.821 1.976 0.058
H -4.556 2.894 0.942 0.100
```

Values from the calculation:
- Charge: 0
- E_tot: -207411.6155 eV
- HOMO-LUMO gap: 10.1 eV
- Structure (SMILES): c1ccncc1.c1ccncc1.ClCCCl.ClCCCl.ClCCCl.ClCCCl.ClCCCl.ClCCCl.ClCCCl.CC#N
- Highest occupied orbital energy: -9.62 eV


# 6
Molecular formula: C11H21CuN5O2P2
Method: DFT, ωB97M-V/def2-TZVPD

Structure (XYZ):
```
42
Properties=species:S:1:pos:R:3:lowdin_charge:R:1
Cu -0.110 1.114 0.275 0.021
N -0.014 2.842 1.495 0.041
N -0.427 3.979 0.674 0.038
C -0.039 3.846 -0.593 -0.421
N 0.026 4.863 -1.441 0.209
N 0.080 2.547 -0.925 0.033
N 0.309 2.096 -2.302 -0.331
O 0.734 2.953 -3.093 0.046
O 0.247 0.876 -2.460 0.043
H -0.690 2.746 2.238 0.110
H 0.870 3.090 1.913 0.113
H -0.382 4.957 1.033 0.180
H -0.467 5.714 -1.185 0.135
H 0.124 4.612 -2.439 0.115
C 2.626 -0.080 1.585 -0.271
P 1.426 -0.480 0.271 0.807
C 2.557 -0.670 -1.186 -0.261
C 0.702 -2.145 0.388 -0.351
C 1.452 -3.331 0.252 -0.080
C 0.777 -4.500 0.014 -0.059
C -0.637 -4.517 0.014 -0.061
C -1.406 -3.377 0.190 -0.069
C -0.733 -2.145 0.458 -0.365
P -1.501 -0.532 0.397 0.813
C -2.691 -0.485 1.821 -0.255
C -2.621 -0.768 -1.082 -0.231
H 2.096 0.530 2.365 0.030
H 3.424 0.604 1.106 0.077
H 3.114 -0.962 2.046 0.048
H 1.913 -1.077 -2.041 0.067
H 3.498 -1.238 -0.993 0.056
H 2.801 0.388 -1.539 0.055
H 2.523 -3.260 0.382 0.110
H 1.312 -5.438 -0.125 0.115
H -1.090 -5.514 0.103 0.118
H -2.487 -3.439 0.111 0.112
H -3.532 -1.164 1.818 0.035
H -3.121 0.518 1.849 0.029
H -2.119 -0.608 2.782 0.059
H -2.754 0.201 -1.584 0.034
H -3.615 -1.207 -0.849 0.052
H -2.174 -1.539 -1.744 0.055
```

Values from the calculation:
- Charge: +1
- E_tot: -86501.3972 eV
- HOMO-LUMO gap: 7.0 eV
- Highest occupied orbital energy: -10.25 eV


> What is the formula in the third record?

C6H8F12MgN2O10S4


> Which formula does entry 4 have?

C9H18N5